# 1
{
  "formula": "C4H11NO2",
  "method": "the ωB97M-V functional and the def2-TZVPD basis",
  "spin_multiplicity": 2,
  "charge": -1,
  "orbital_gap_ev": [3.8, 7.0],
  "homo_ev": [0.11, -3.23],
  "total_energy_ev": -9909.9521,
  "relative_energy_kj_mol": 143.4,
  "fmax_ev_per_a": 1.0,
  "species": ["O", "O", "N", "C", "C", "C", "C", "H", "H", "H", "H", "H", "H", "H", "H", "H", "H", "H"],
  "positions_angstrom": [[1.66, -2.24, -1.42], [-1.67, -1.22, -0.42], [-0.75, 1.58, 0.04], [-0.55, 0.45, 0.99], [0.77, 0.54, 1.74], [-0.65, -0.88, 0.28], [0.32, 1.80, -0.92], [1.59, 0.28, 1.06], [0.13, -1.61, 0.56], [2.40, -2.13, -2.03], [-0.91, 2.44, 0.55], [-1.43, 0.59, 1.64], [0.09, 2.66, -1.55], [0.37, 0.92, -1.57], [1.16, -1.40, -1.42], [1.30, 1.99, -0.48], [0.93, 1.52, 2.20], [0.81, -0.21, 2.53]],
  "nbo_charge": [-0.97, -0.75, -0.63, -0.17, -0.64, 0.01, -0.43, 0.20, 0.09, 0.44, 0.32, 0.15, 0.17, 0.19, 0.48, 0.14, 0.18, 0.20]
}

=====

# 2
{
  "formula": "C4H11NO2",
  "method": "the ωB97M-V functional and the def2-TZVPD basis",
  "spin_multiplicity": 2,
  "charge": -1,
  "orbital_gap_ev": [3.6, 5.8],
  "homo_ev": [0.25, -2.13],
  "total_energy_ev": -9907.7414,
  "relative_energy_kj_mol": 356.7,
  "fmax_ev_per_a": 4.8,
  "species": ["O", "O", "N", "C", "C", "C", "C", "H", "H", "H", "H", "H", "H", "H", "H", "H", "H", "H"],
  "positions_angstrom": [[-0.28, 2.48, -0.34], [-0.28, 1.34, 2.56], [1.33, -1.91, 1.39], [0.70, -1.17, 0.43], [-0.85, -0.85, -1.54], [0.51, -1.14, -0.97], [-0.91, 0.25, -2.33], [-0.28, 1.56, -0.65], [0.03, 1.46, 1.61], [0.55, 1.66, 3.07], [-1.90, 0.61, -2.68], [0.16, -0.32, 0.88], [1.34, -1.40, -1.65], [0.83, -2.04, 2.26], [-1.13, 2.61, 0.08], [-0.06, 0.90, -2.63], [-1.60, -1.24, -0.86], [1.82, -2.82, 1.37]],
  "nbo_charge": [-0.98, -0.97, -0.87, -0.16, -0.32, -0.45, -0.66, 0.51, 0.49, 0.46, 0.15, 0.14, 0.15, 0.34, 0.46, 0.18, 0.18, 0.35]
}

=====

# 3
{
  "formula": "C4H11NO2",
  "method": "the ωB97M-V functional and the def2-TZVPD basis",
  "spin_multiplicity": 1,
  "charge": 0,
  "orbital_gap_ev": [9.0, 9.0],
  "homo_ev": [-8.57, -8.57],
  "total_energy_ev": -9907.5727,
  "relative_energy_kj_mol": 450.5,
  "fmax_ev_per_a": 2.9,
  "species": ["O", "O", "N", "C", "C", "C", "C", "H", "H", "H", "H", "H", "H", "H", "H", "H", "H", "H"],
  "positions_angstrom": [[1.50, 1.77, -0.97], [1.60, -1.48, 0.43], [1.62, -0.13, 0.40], [-1.13, -0.12, 0.86], [-1.66, 0.86, -0.13], [-1.06, -1.48, 0.62], [1.61, 0.38, -0.98], [-1.47, -1.85, -0.31], [-2.66, 1.17, 0.15], [2.25, 2.13, -0.49], [0.75, -0.01, -1.55], [-1.07, 0.23, 1.89], [-1.03, 1.76, -0.18], [0.42, -1.76, 0.50], [-1.19, -2.16, 1.46], [2.54, 0.03, -1.45], [0.70, 0.22, 0.86], [-1.70, 0.44, -1.13]],
  "nbo_charge": [-0.72, -0.55, -0.30, -0.12, -0.67, -0.60, 0.07, 0.22, 0.23, 0.48, 0.15, 0.21, 0.24, 0.40, 0.24, 0.16, 0.32, 0.22]
}

=====

# 4
{
  "formula": "C4H11NO2",
  "method": "the ωB97M-V functional and the def2-TZVPD basis",
  "spin_multiplicity": 1,
  "charge": 0,
  "orbital_gap_ev": 9.6,
  "smiles": "C[C@@](O)(CN)CO",
  "homo_ev": -8.83,
  "total_energy_ev": -9910.3047,
  "relative_energy_kj_mol": 186.9,
  "fmax_ev_per_a": 4.7,
  "species": ["O", "O", "N", "C", "C", "C", "C", "H", "H", "H", "H", "H", "H", "H", "H", "H", "H", "H"],
  "positions_angstrom": [[0.74, -1.38, 0.16], [-1.79, -1.34, 1.30], [1.81, 1.12, 0.65], [-0.90, -0.56, -1.41], [-0.14, -0.34, -0.12], [-0.95, -0.03, 1.07], [0.66, 1.20, -0.21], [0.05, 2.07, 0.04], [2.55, 0.53, 0.27], [-0.20, -0.59, -2.25], [-1.63, 0.23, -1.57], [-1.74, 0.70, 0.89], [-0.35, 0.15, 1.96], [0.93, 1.35, -1.27], [1.26, -1.57, -0.64], [-1.44, -1.51, -1.35], [2.27, 1.98, 0.92], [-1.15, -2.03, 1.55]],
  "nbo_charge": [-0.71, -0.77, -0.85, -0.64, 0.24, -0.09, -0.25, 0.20, 0.36, 0.20, 0.22, 0.20, 0.21, 0.16, 0.47, 0.24, 0.37, 0.47]
}

=====

# 5
{
  "formula": "C4H11NO2",
  "method": "the ωB97M-V functional and the def2-TZVPD basis",
  "spin_multiplicity": 1,
  "charge": 0,
  "orbital_gap_ev": 9.9,
  "smiles": "CC(C)C(N)=O.O",
  "homo_ev": -9.43,
  "total_energy_ev": -9910.6232,
  "relative_energy_kj_mol": 156.2,
  "fmax_ev_per_a": 6.8,
  "species": ["O", "O", "N", "C", "C", "C", "C", "H", "H", "H", "H", "H", "H", "H", "H", "H", "H", "H"],
  "positions_angstrom": [[-2.41, -0.15, -0.70], [-0.10, 4.08, 3.16], [-0.64, 0.83, -1.50], [0.29, -1.12, 0.94], [-0.25, -1.23, -0.48], [-1.18, -0.28, -1.04], [0.72, -1.77, -1.56], [-0.58, -1.23, 1.59], [0.86, -0.26, 1.19], [-1.10, 1.73, -1.51], [0.35, 4.95, 3.31], [0.12, -2.35, -2.21], [0.91, -2.05, 1.04], [0.35, 0.94, -1.63], [1.38, -2.44, -1.09], [0.75, 3.55, 2.92], [1.45, -1.08, -2.09], [-0.92, -2.12, -0.34]],
  "nbo_charge": [-0.63, -0.93, -0.79, -0.58, -0.32, 0.65, -0.60, 0.23, 0.20, 0.41, 0.46, 0.22, 0.21, 0.38, 0.21, 0.46, 0.20, 0.23]
}

=====

# 6
{
  "formula": "C4H11NO2",
  "method": "the ωB97M-V functional and the def2-TZVPD basis",
  "spin_multiplicity": 1,
  "charge": 0,
  "orbital_gap_ev": 9.9,
  "smiles": "CCNC.O=CO",
  "homo_ev": -8.99,
  "total_energy_ev": -9910.1041,
  "relative_energy_kj_mol": 206.3,
  "fmax_ev_per_a": 3.4,
  "species": ["O", "O", "N", "C", "C", "C", "C", "H", "H", "H", "H", "H", "H", "H", "H", "H", "H", "H"],
  "positions_angstrom": [[-3.03, -0.32, 0.17], [-1.73, 1.25, 1.15], [-0.01, -0.87, 0.18], [0.68, -0.89, 1.47], [1.14, 1.07, -1.29], [0.89, -0.42, -1.16], [-1.97, 0.31, 0.17], [1.81, -0.98, -1.01], [0.82, 1.61, -0.40], [0.41, -0.83, -2.05], [-2.53, 1.22, 1.70], [2.21, 1.25, -1.44], [-0.37, -1.81, -0.02], [1.33, -1.77, 1.54], [-0.04, -0.95, 2.29], [1.26, 0.02, 1.61], [-1.47, 0.63, -0.78], [0.60, 1.48, -2.14]],
  "nbo_charge": [-0.65, -0.72, -0.62, -0.42, -0.66, -0.21, 0.67, 0.19, 0.23, 0.21, 0.49, 0.22, 0.37, 0.18, 0.21, 0.20, 0.11, 0.22]
}

=====

# 7
{
  "formula": "C4H11NO2",
  "method": "the ωB97M-V functional and the def2-TZVPD basis",
  "spin_multiplicity": 1,
  "charge": 0,
  "orbital_gap_ev": 10.0,
  "smiles": "OCCCNCO",
  "homo_ev": -9.36,
  "total_energy_ev": -9910.5589,
  "relative_energy_kj_mol": 162.4,
  "fmax_ev_per_a": 2.0,
  "species": ["O", "O", "N", "C", "C", "C", "C", "H", "H", "H", "H", "H", "H", "H", "H", "H", "H", "H"],
  "positions_angstrom": [[2.74, 0.02, 0.46], [-3.27, -0.34, 1.05], [-1.06, -0.25, 0.18], [-2.10, 0.46, 0.91], [0.98, 0.09, -1.24], [1.96, -0.75, -0.51], [-0.06, 0.73, -0.33], [2.74, -1.17, -1.15], [2.45, -0.32, 1.33], [-3.13, -1.01, 0.35], [1.54, -1.65, -0.06], [1.51, 0.93, -1.71], [-0.63, -0.96, 0.75], [-0.63, 1.54, -0.79], [-1.70, 0.67, 1.93], [0.59, -0.56, -2.04], [0.49, 1.21, 0.49], [-2.41, 1.36, 0.37]],
  "nbo_charge": [-0.73, -0.72, -0.66, 0.10, -0.44, -0.07, -0.22, 0.18, 0.47, 0.47, 0.16, 0.22, 0.36, 0.20, 0.14, 0.22, 0.18, 0.16]
}

=====

# 8
{
  "formula": "C4H11NO2",
  "method": "the ωB97M-V functional and the def2-TZVPD basis",
  "spin_multiplicity": 1,
  "charge": 0,
  "orbital_gap_ev": 6.0,
  "homo_ev": -9.01,
  "total_energy_ev": -9906.3094,
  "relative_energy_kj_mol": 572.4,
  "fmax_ev_per_a": 3.5,
  "species": ["O", "O", "N", "C", "C", "C", "C", "H", "H", "H", "H", "H", "H", "H", "H", "H", "H", "H"],
  "positions_angstrom": [[2.46, -1.02, 0.77], [0.87, 0.11, -0.58], [-1.22, 0.04, 0.35], [-1.36, 2.12, -1.02], [-0.11, -2.05, -0.09], [0.01, -0.54, 0.21], [-1.26, 1.45, 0.39], [2.95, -0.63, 1.49], [-2.07, 1.78, 1.00], [-0.81, -2.40, 0.67], [1.76, -0.26, -0.15], [0.36, -0.48, 1.31], [0.87, -2.51, -0.02], [-0.52, -2.26, -1.08], [-0.57, 1.64, -1.60], [-0.31, 1.84, 0.80], [-1.11, 3.17, -0.96], [-2.30, 1.96, -1.51]],
  "nbo_charge": [-1.11, -0.69, -0.04, -0.59, -0.60, 0.15, -0.30, 0.45, 0.21, 0.21, 0.51, 0.39, 0.27, 0.22, 0.24, 0.23, 0.23, 0.21]
}